(1)
A cluster of 2 separate species, C4H11N3O2 in total at a distorted geometry. Source: the OMol25 dataset; level of theory: wB97M-V/def2-TZVPD.

```
20
Properties=species:S:1:pos:R:3
O 2.225 2.111 -2.567
O 1.854 0.963 -0.690
N -0.188 -0.391 0.419
N -1.858 -0.515 2.148
N -0.368 -2.246 1.826
C 0.796 0.203 -2.351
C 1.629 1.306 -2.045
C -0.770 -1.001 1.314
C -3.076 -0.043 1.616
H -0.804 -2.573 2.726
H 1.111 -0.847 -2.218
H -3.042 -0.364 0.623
H -3.110 1.089 1.777
H -0.105 0.254 -1.682
H -3.990 -0.757 2.204
H 0.149 -2.883 1.341
H 2.788 0.767 -0.278
H 0.853 -0.335 -0.015
H 0.503 0.309 -3.311
H -1.555 0.021 2.934
```

Computed properties:
**Energy above the lowest of the compared OMol25 structures with the same formula, charge and spin**: 108.6 kcal per mole
**HOMO-LUMO gap**: 8.83 eV
**SMILES string**: [H]/N=C(\N)NC.CC(=O)O
**E_LUMO**: 0.52 eV


(2)
A structure of composition C6H10N at a distorted geometry. Source: the OMol25 dataset; level of theory: wB97M-V/def2-TZVPD.

```
17
Properties=species:S:1:pos:R:3
N 1.357 2.744 -0.342
C -2.920 -0.221 -0.206
C 0.689 1.728 -0.797
C -1.606 -0.057 -0.546
C -0.465 -0.014 0.338
C -4.130 -0.153 -0.057
C 0.818 0.337 -0.279
H -1.495 -0.063 -1.557
H -5.147 -0.153 0.231
H 1.948 2.822 0.451
H 1.109 3.656 -0.796
H -0.635 -3.416 1.919
H -0.480 -1.008 0.805
H 1.718 0.161 0.357
H -0.360 -2.663 2.086
H 1.000 -0.050 -1.210
H -0.659 0.871 0.995
```

Computed properties:
**Energy above the lowest of the compared OMol25 structures with the same formula, charge and spin**: 111.8 kcal per mole
**HOMO-LUMO gap (alpha / beta)**: 5.90 / 5.84 eV
**Spin multiplicity**: 3
**E_LUMO (alpha / beta)**: -5.35 / -7.51 eV
**<S²>**: 2.03
**Charge**: +1


(3)
A cluster of 19 separate species, C63H114O31 in total at a distorted geometry. Source: the OMol25 dataset; level of theory: wB97M-V/def2-TZVPD.

```
208
Properties=species:S:1:pos:R:3
O -0.167 -3.690 -6.991
O -6.487 0.924 0.886
O -2.308 -1.190 -0.898
O -2.233 1.866 4.370
O -0.729 0.199 -4.587
O -1.241 -2.366 -5.691
O -1.482 -2.751 8.754
O 5.245 1.752 -3.171
O -0.256 -0.374 -0.688
O 2.730 -2.266 -1.982
O -0.060 -2.350 6.963
O -1.527 -0.348 1.097
O 1.398 1.029 -4.567
O -1.853 -2.454 -7.827
O 1.086 2.875 2.947
O 4.038 -2.789 -3.720
O -5.483 -6.528 -0.506
O 2.472 -4.358 -2.971
O -5.295 -6.218 -2.615
O 1.983 -4.313 3.831
O 6.869 4.276 1.489
O -5.062 -2.613 3.950
O 0.399 6.122 -1.325
O -6.819 -7.684 -1.907
O -5.088 0.553 -5.257
O 3.580 3.957 -0.355
O 2.545 -1.258 2.384
O -1.811 -4.877 1.048
O -1.259 -0.691 7.823
O -0.215 1.950 -3.339
O -3.239 3.667 1.104
C -4.401 -2.110 1.672
C -0.722 -5.248 0.626
C 4.871 2.226 -5.514
C 1.124 -6.606 3.745
C -1.893 4.599 2.872
C 3.795 3.601 -3.571
C -4.298 1.343 3.404
C 4.052 -0.738 -0.829
C 0.306 -4.083 -5.700
C -5.962 -6.831 -1.719
C -1.979 0.675 -4.217
C 2.153 2.805 3.548
C -1.607 1.767 -3.235
C 0.561 0.156 0.343
C -4.414 -5.690 -0.689
C 4.728 2.458 -4.006
C -4.435 -0.231 -7.405
C -4.165 -2.416 3.133
C -7.167 -0.674 -0.632
C 1.583 6.159 -3.372
C 3.531 -1.629 3.013
C 2.380 3.671 4.769
C -4.098 1.974 5.886
C -4.917 -0.383 -5.981
C 6.844 3.381 0.657
C -2.186 4.198 1.469
C -3.447 1.773 4.564
C -0.734 -0.153 6.648
C 3.579 -1.470 4.563
C -4.759 -3.908 -2.476
C -2.750 -2.266 3.606
C -4.933 0.628 -0.801
C -0.385 0.418 1.547
C 3.517 -1.107 -2.250
C 2.554 5.392 1.118
C -4.912 -1.781 -5.401
C -1.449 -0.647 -0.205
C 4.488 -1.544 -3.353
C 1.241 1.434 -0.214
C -0.104 1.258 6.945
C -0.605 -6.741 0.273
C -0.789 -3.322 -3.512
C 4.816 -2.171 2.384
C -1.114 -2.764 -6.899
C 0.429 -4.261 0.334
C -1.057 4.251 0.481
C 3.066 -3.253 -2.852
C -6.208 0.320 -0.126
C 3.115 -5.852 5.308
C 4.302 6.218 -0.496
C 2.055 -5.499 4.243
C 0.240 1.037 -4.225
C 3.353 1.990 2.979
C 0.479 8.230 -2.404
C 6.785 1.907 0.994
C 3.524 5.070 0.099
C 7.057 3.682 -0.830
C -0.230 -2.933 -4.851
C 0.318 -1.199 6.255
C -0.989 -2.020 7.886
C -4.349 -5.321 -2.154
C -2.320 3.077 -3.558
C 0.733 6.777 -2.322
H 7.597 1.372 0.501
H -3.383 2.846 -3.627
H -1.148 -4.346 -3.615
H 3.062 -0.567 4.889
H 3.818 7.190 -0.405
H 2.771 3.288 -3.773
H 4.060 2.534 2.353
H 1.492 4.267 4.979
H 0.449 -6.136 3.030
H -2.822 4.875 3.371
H 4.019 -5.260 5.168
H -0.305 8.505 -1.699
H 0.827 -4.566 -0.633
H 3.912 1.840 -5.861
H 3.868 1.472 3.789
H 0.491 -7.002 4.539
H -4.761 2.252 3.021
H 3.334 4.197 4.721
H 1.395 -4.129 -5.739
H 2.124 6.331 0.769
H -2.338 3.900 -2.843
H -3.381 -5.521 -2.615
H 5.212 6.276 0.101
H -1.062 -6.960 -0.692
H 5.228 -3.058 2.867
H -5.828 -3.787 -2.299
H 4.466 6.032 -1.558
H 0.483 -2.161 -4.561
H -3.921 -2.022 -5.017
H 5.744 1.590 -5.658
H -4.562 -3.645 -3.515
H -4.452 -1.029 1.543
H 2.938 5.451 2.136
H 2.881 -2.224 4.927
H 2.561 6.639 -3.337
H 7.708 2.950 -1.307
H -1.863 1.394 -2.243
H 3.921 3.741 -2.497
H -1.726 -2.786 -3.356
H -4.430 -4.718 -0.197
H -1.990 -2.811 3.046
H 1.984 1.785 0.503
H 1.310 -0.780 6.423
H 4.460 -0.746 -4.094
H -7.492 -1.250 0.234
H -4.164 -3.182 -1.922
H -0.931 5.240 0.040
H 0.428 1.577 6.048
H -4.431 0.832 -7.646
H -2.572 0.942 -5.091
H 2.913 -0.233 -2.490
H -3.414 2.660 6.388
H -1.032 5.267 2.884
H 0.206 -1.311 5.177
H -0.557 1.472 1.767
H 0.523 2.244 -0.338
H 1.415 8.673 -2.064
H 5.884 1.351 0.736
H -5.138 1.143 -1.740
H 2.683 -5.595 6.276
H 1.219 -4.296 1.085
H 1.714 -7.437 3.360
H -1.269 3.683 -0.425
H 6.059 3.486 -1.222
H -3.551 -2.474 1.095
H 2.323 2.957 5.591
H 1.640 5.075 -3.269
H -1.344 3.835 3.422
H 5.526 -1.622 -3.029
H -0.801 2.086 7.070
H 0.462 -6.920 0.143
H 1.202 6.446 -4.352
H -0.990 -7.341 1.098
H -3.665 1.001 2.585
H -5.579 -1.845 -4.541
H 4.800 -1.411 -0.411
H -2.499 -0.126 -3.690
H 0.004 -0.054 2.449
H 5.626 -1.451 2.500
H -5.355 -2.497 1.312
H -5.180 -2.492 -6.183
H -4.388 -0.271 -1.089
H -3.454 -6.183 -0.534
H -0.129 3.992 0.991
H -8.071 -0.201 -1.015
H -2.476 -1.220 3.468
H 4.606 -1.551 4.920
H 7.315 4.720 -1.037
H 4.979 3.220 -5.948
H 4.554 -2.411 1.354
H 3.294 -0.630 -0.053
H -0.069 -5.064 -5.411
H 0.033 -3.246 0.384
H 0.634 1.403 7.733
H -0.167 -3.260 -2.619
H -5.025 -0.797 -8.126
H 3.864 4.571 -4.061
H 1.255 -0.659 0.550
H -6.856 -1.355 -1.424
H 1.797 4.607 1.096
H -1.908 3.564 -4.442
H -4.291 1.228 -0.155
H -4.136 0.980 6.330
H -2.589 -2.569 4.640
H 1.743 1.363 -1.179
H 3.312 -6.910 5.479
H 4.478 0.265 -0.842
H -1.518 -0.138 5.892
H -5.093 0.661 3.705
H -5.114 2.347 5.759
H 2.954 1.235 2.301
H -3.407 -0.577 -7.509
H 0.239 8.521 -3.427
H 6.886 1.785 2.072
```

Computed properties:
**Energy above the lowest of the compared OMol25 structures with the same formula, charge and spin**: 0.0 kcal per mole
**HOMO-LUMO gap**: 9.18 eV
**E_LUMO**: 0.04 eV


(4)
A cluster of 2 separate species, C17H34NO6S in total at a distorted geometry. Source: the OMol25 dataset; level of theory: wB97M-V/def2-TZVPD.

```
59
Properties=species:S:1:pos:R:3
S 4.686 2.321 3.832
O 5.859 2.702 3.105
O -3.277 0.331 1.086
O 3.517 3.338 3.491
O 3.077 -0.190 -2.660
O 4.209 0.976 3.720
O 1.467 -0.913 -1.302
N -2.737 -0.247 0.088
C -1.204 1.615 -0.149
C -0.530 -2.221 -1.039
C -1.503 -1.575 -2.049
C -4.949 -1.302 -0.338
C -1.396 -0.042 -2.033
C -2.167 0.701 -0.916
C 0.937 -2.244 -1.419
C 3.236 3.573 2.086
C 2.477 2.431 1.451
C -2.957 -1.932 -1.714
C -3.114 -2.568 0.759
C 2.782 -0.757 -1.656
C -3.434 -1.506 -0.320
C 4.860 2.736 5.530
C -1.194 -2.060 -3.471
C -3.294 1.551 -1.510
C 3.803 -1.261 -0.666
H -0.345 0.232 -2.006
H 3.900 2.599 6.021
H -4.037 -2.970 1.177
H -3.578 -1.440 -2.470
H -1.784 0.315 -2.992
H -5.402 -2.219 -0.723
H 1.475 -2.912 -0.741
H -0.822 -3.261 -0.876
H 3.411 -2.060 -0.039
H 1.094 -2.596 -2.442
H -0.663 1.038 0.602
H -2.550 -3.408 0.361
H -0.469 2.037 -0.834
H -0.397 -1.469 -3.928
H -5.328 -1.125 0.665
H -1.732 2.419 0.360
H -5.250 -0.484 -0.990
H -0.604 -1.706 -0.079
H 2.649 4.489 2.084
H 4.670 -1.617 -1.215
H -2.081 -1.978 -4.101
H 4.177 3.776 1.573
H 2.191 2.702 0.434
H -0.880 -3.107 -3.484
H 5.204 3.764 5.607
H 3.080 1.525 1.412
H -4.083 0.946 -1.955
H -3.720 2.208 -0.756
H 4.093 -0.451 0.002
H -2.872 2.172 -2.302
H -3.116 -3.010 -1.814
H -2.561 -2.121 1.583
H 5.598 2.050 5.940
H 1.577 2.203 2.021
```

Computed properties:
**HOMO-LUMO gap (alpha / beta)**: 8.68 / 9.96 eV
**Spin multiplicity**: 2
**E_LUMO (alpha / beta)**: 0.64 / 0.64 eV
**<S²>**: 0.75


(5)
A structure of composition C3H8BrMnO at a distorted geometry. Source: the OMol25 dataset; level of theory: wB97M-V/def2-TZVPD.

```
14
Properties=species:S:1:pos:R:3
Br -3.114 -1.151 -1.679
Mn -3.856 -3.467 -2.548
O -0.852 1.151 0.372
C 1.482 1.388 0.503
C 0.376 0.527 -0.014
C 0.392 -0.910 0.561
H 1.464 2.339 -0.035
H 1.434 -1.237 0.537
H 0.081 -0.871 1.604
H -1.555 0.758 -0.155
H 2.462 0.922 0.413
H -0.231 -1.595 -0.012
H 1.340 1.686 1.545
H 0.577 0.458 -1.092
```

Computed properties:
**Energy above the lowest of the compared OMol25 structures with the same formula, charge and spin**: 14.5 kcal per mole
**HOMO-LUMO gap (alpha / beta)**: 4.02 / 4.08 eV
**Spin multiplicity**: 6
**E_LUMO (alpha / beta)**: -8.27 / -8.21 eV
**<S²>**: 8.76
**Charge**: +1